Entry 1:
Formula: C30H35NO4
Source: the Open Molecules 2025 dataset
Level of theory: ωB97M-V/def2-TZVPD

Each line ends with the Löwdin charge.
CARTESIAN COORDINATES (ANGSTROEM)
O (8.30, -0.86, 2.49)  0.09
C (7.31, -1.48, 2.76)  -0.34
O (6.07, -1.15, 2.38)  -0.04
C (5.90, -0.62, 1.04)  -0.17
C (5.03, 0.63, 1.06)  -0.17
C (3.54, 0.33, 1.00)  -0.19
C (3.03, -0.45, 2.20)  -0.20
N (1.58, -0.64, 2.21)  0.07
C (1.11, -1.66, 1.39)  -0.59
O (1.80, -2.40, 0.75)  0.12
O (-0.25, -1.84, 1.47)  0.08
H (7.32, -2.40, 3.36)  0.15
H (6.88, -0.39, 0.64)  0.12
H (5.45, -1.41, 0.43)  0.13
H (5.31, 1.24, 0.20)  0.11
H (5.29, 1.21, 1.96)  0.12
H (2.99, 1.28, 0.94)  0.11
H (3.32, -0.22, 0.08)  0.11
H (3.29, 0.07, 3.12)  0.13
H (3.48, -1.44, 2.24)  0.12
H (1.10, 0.24, 2.03)  0.14
H (-0.69, -1.02, 1.19)  0.09
C (-4.33, -1.30, -1.25)  -0.10
C (-2.99, -1.62, -1.07)  -0.11
C (-2.01, -0.83, -1.65)  -0.10
C (-2.36, 0.28, -2.41)  -0.09
C (-3.70, 0.60, -2.58)  -0.10
C (-4.68, -0.19, -2.00)  -0.10
H (-5.09, -1.91, -0.79)  0.10
H (-2.71, -2.48, -0.48)  0.11
H (-0.96, -1.07, -1.51)  0.10
H (-1.59, 0.90, -2.85)  0.10
H (-3.98, 1.46, -3.17)  0.10
H (-5.73, 0.06, -2.14)  0.10
C (-2.82, -0.46, 4.71)  -0.09
C (-2.70, 0.88, 5.04)  -0.10
C (-2.88, 1.85, 4.07)  -0.10
C (-3.17, 1.49, 2.77)  -0.10
C (-3.29, 0.14, 2.43)  -0.10
C (-3.11, -0.83, 3.41)  -0.09
H (-2.68, -1.22, 5.47)  0.10
H (-2.47, 1.16, 6.06)  0.10
H (-2.79, 2.90, 4.33)  0.10
H (-3.31, 2.25, 2.01)  0.10
H (-3.51, -0.14, 1.41)  0.08
H (-3.20, -1.88, 3.14)  0.10
C (5.92, -1.29, -2.88)  -0.11
C (5.41, -2.59, -2.92)  -0.10
C (6.14, -3.60, -3.52)  -0.09
C (7.37, -3.32, -4.10)  -0.10
C (7.88, -2.03, -4.06)  -0.10
C (7.16, -1.02, -3.45)  -0.10
H (5.36, -0.50, -2.40)  0.09
H (4.45, -2.80, -2.47)  0.10
H (5.74, -4.61, -3.55)  0.10
H (7.94, -4.11, -4.57)  0.10
H (8.84, -1.81, -4.51)  0.10
H (7.55, -0.01, -3.43)  0.10
C (-8.56, 2.60, -0.75)  -0.09
C (-7.22, 2.27, -0.59)  -0.10
C (-6.23, 3.06, -1.18)  -0.10
C (-6.59, 4.18, -1.92)  -0.09
C (-7.93, 4.50, -2.08)  -0.10
C (-8.91, 3.71, -1.49)  -0.10
H (-9.32, 1.98, -0.29)  0.10
H (-6.93, 1.40, -0.01)  0.10
H (-5.19, 2.80, -1.05)  0.09
H (-5.83, 4.80, -2.37)  0.10
H (-8.21, 5.37, -2.66)  0.10
H (-9.96, 3.97, -1.62)  0.10

Results
Orbital gap (eV): 9.8
Charge: 0
HOMO (eV): -9.4545
SMILES: O=COCCCCNC(=O)O.c1ccccc1.c1ccccc1.c1ccccc1.c1ccccc1


Entry 2:
Formula: C30H36AsI2N3O4PdS2
Source: the Open Molecules 2025 dataset
Level of theory: ωB97M-V/def2-TZVPD

Each line ends with the Löwdin charge.
CARTESIAN COORDINATES (ANGSTROEM)
Pd (0.80, -0.09, 0.40)  0.32
I (-5.15, 2.32, 1.53)  0.79
C (-3.38, 3.19, 0.81)  -0.66
C (-3.46, 4.34, 0.03)  -0.27
C (-2.32, 4.94, -0.43)  -0.68
I (-2.53, 6.70, -1.58)  0.78
C (-1.04, 4.40, -0.15)  -0.22
C (0.19, 4.95, -0.58)  -0.07
C (1.36, 4.35, -0.24)  -0.07
C (1.33, 3.17, 0.53)  -0.16
N (0.21, 2.63, 0.93)  0.12
C (-0.97, 3.21, 0.63)  -0.13
C (-2.17, 2.55, 1.17)  -0.49
O (-2.10, 1.53, 1.89)  -0.14
H (-4.43, 4.76, -0.20)  0.06
H (0.18, 5.85, -1.18)  0.05
H (2.31, 4.76, -0.56)  0.09
H (2.24, 2.64, 0.79)  0.08
C (1.51, 0.89, 5.06)  -0.12
C (0.81, 1.19, 3.73)  -0.34
N (0.23, -0.01, 3.16)  -0.05
C (1.03, -0.83, 2.30)  -0.94
S (2.64, -0.39, 1.81)  0.55
N (0.70, -2.19, 2.54)  -0.06
C (1.17, -3.23, 1.63)  -0.33
C (2.49, -3.85, 2.07)  -0.12
H (1.93, 1.80, 5.49)  0.06
H (2.32, 0.17, 4.89)  0.05
H (0.80, 0.46, 5.77)  0.06
H (1.53, 1.65, 3.05)  0.05
H (0.00, 1.91, 3.87)  0.11
H (-0.63, 0.25, 2.68)  0.05
H (-0.28, -2.26, 2.75)  0.07
H (1.26, -2.83, 0.61)  0.08
H (0.41, -4.01, 1.60)  0.10
H (3.25, -3.08, 2.16)  0.02
H (2.83, -4.59, 1.33)  0.06
H (2.37, -4.34, 3.04)  0.06
C (-2.75, -1.47, 1.54)  -0.28
As (-1.45, -1.12, 0.11)  1.19
C (-2.73, -0.27, -1.09)  -0.26
C (-1.39, -2.95, -0.71)  -0.31
C (-2.57, -3.29, -1.55)  -0.31
C (-3.70, -3.91, -1.02)  -0.07
C (-4.81, -4.19, -1.81)  -0.11
C (-4.81, -3.85, -3.15)  -0.12
C (-3.69, -3.23, -3.70)  -0.09
C (-2.58, -2.96, -2.91)  -0.05
H (-3.70, -1.78, 1.10)  0.01
H (-2.87, -0.53, 2.08)  -0.01
H (-2.40, -2.25, 2.22)  0.01
H (-3.68, -0.80, -1.07)  0.03
H (-2.33, -0.22, -2.10)  0.02
H (-2.88, 0.75, -0.74)  0.01
H (-1.30, -3.65, 0.12)  0.05
H (-0.48, -2.95, -1.29)  0.05
H (-3.70, -4.18, 0.03)  0.10
H (-5.68, -4.67, -1.37)  0.09
H (-5.68, -4.05, -3.77)  0.08
H (-3.68, -2.95, -4.74)  0.10
H (-1.71, -2.45, -3.32)  0.10
C (6.28, 1.39, -1.17)  -0.07
C (4.89, 1.07, -1.65)  -0.29
C (3.98, 2.09, -1.91)  -0.06
C (2.68, 1.80, -2.28)  -0.07
C (2.26, 0.48, -2.39)  -0.29
C (3.16, -0.54, -2.15)  -0.07
C (4.47, -0.25, -1.78)  -0.06
S (0.57, 0.17, -2.87)  0.40
O (0.44, 0.68, -4.23)  -0.34
O (-0.15, 0.95, -1.86)  -0.40
O (0.37, -1.27, -2.75)  -0.38
H (6.64, 2.33, -1.59)  0.07
H (6.99, 0.60, -1.45)  0.07
H (6.30, 1.48, -0.08)  0.08
H (4.30, 3.12, -1.81)  0.10
H (1.96, 2.59, -2.46)  0.11
H (2.81, -1.57, -2.21)  0.11
H (5.16, -1.06, -1.55)  0.11

Results
Orbital gap (eV): 5.5
Charge: -2
ΔE to the lowest compared entry with this formula, charge and spin (kcal/mol): 3.30
HOMO (eV): -1.8554


Entry 3:
Formula: C30H36Cl2N8NdO2Si
Source: the Open Molecules 2025 dataset
Level of theory: ωB97M-V/def2-TZVPD

Each line ends with the Mulliken spin population.
CARTESIAN COORDINATES (ANGSTROEM)
Nd (-0.36, 0.14, -0.21)  3.03
C (2.95, 0.55, 0.83)  0.00
N (1.88, -0.29, 1.39)  -0.01
C (2.26, -1.68, 1.52)  0.00
C (1.05, -2.60, 1.31)  0.00
N (-0.01, -2.27, 0.65)  0.00
C (-0.82, -3.41, 0.70)  0.00
C (-2.02, -3.69, 0.10)  0.00
C (-2.61, -4.91, 0.38)  0.00
C (-1.98, -5.88, 1.16)  0.00
C (-0.72, -5.67, 1.75)  0.00
C (-0.18, -4.36, 1.53)  0.00
N (1.03, -3.82, 1.90)  0.00
C (2.97, 0.28, -0.67)  0.00
N (2.03, -0.36, -1.30)  0.00
C (2.38, -0.27, -2.65)  0.00
C (1.77, -0.85, -3.79)  0.00
C (2.32, -0.47, -5.01)  0.00
C (3.43, 0.36, -5.14)  0.00
C (4.16, 0.73, -4.05)  0.00
C (3.56, 0.46, -2.80)  0.00
N (3.86, 0.84, -1.51)  0.00
H (3.98, 0.31, 1.19)  0.00
H (2.70, 1.56, 1.07)  0.00
H (1.66, 0.02, 2.33)  0.00
H (2.61, -1.92, 2.58)  0.00
H (3.06, -1.95, 0.80)  0.00
H (-2.53, -3.04, -0.54)  0.00
H (-3.47, -5.20, -0.22)  0.00
H (-2.46, -6.83, 1.37)  0.00
H (-0.22, -6.39, 2.34)  0.00
H (1.79, -4.26, 2.35)  0.00
H (0.99, -1.57, -3.81)  0.00
H (1.90, -0.86, -6.04)  0.00
H (3.75, 0.75, -6.07)  0.00
H (5.04, 1.34, -4.05)  0.00
H (4.62, 1.40, -1.18)  0.00
C (-3.46, -0.73, -2.71)  0.00
C (-3.67, -0.82, -1.22)  0.00
C (-4.93, -1.13, -0.78)  0.00
C (-5.13, -1.15, 0.63)  0.00
C (-4.11, -0.83, 1.52)  0.00
C (-2.84, -0.46, 1.00)  0.00
N (-2.68, -0.48, -0.36)  -0.01
N (-1.77, -0.06, 1.72)  -0.01
Si (-1.48, 0.31, 3.33)  0.00
C (-0.46, 1.91, 3.34)  0.00
C (-2.88, 0.61, 4.45)  0.00
C (-0.47, -1.01, 4.11)  0.00
H (-2.42, -0.86, -3.01)  0.00
H (-3.83, 0.17, -3.22)  0.00
H (-3.99, -1.55, -3.20)  0.00
H (-5.83, -1.24, -1.41)  0.00
H (-6.03, -1.39, 1.06)  0.00
H (-4.22, -0.77, 2.55)  0.00
H (0.45, 1.73, 3.94)  0.00
H (-0.95, 2.81, 3.78)  0.00
H (-0.15, 2.35, 2.34)  0.00
H (-3.40, 1.48, 4.09)  0.00
H (-2.49, 1.10, 5.36)  0.00
H (-3.57, -0.22, 4.76)  0.00
H (0.48, -1.36, 3.64)  0.00
H (-1.02, -1.92, 4.22)  0.00
H (-0.29, -0.66, 5.15)  0.00
C (3.01, 4.68, -0.53)  0.00
C (2.20, 5.50, -1.53)  0.00
C (0.78, 4.93, -1.52)  0.00
N (-0.11, 5.62, -0.95)  0.00
H (4.01, 5.09, -0.40)  0.00
H (3.05, 3.59, -0.79)  0.00
H (2.58, 4.73, 0.46)  0.00
H (2.58, 5.37, -2.54)  0.00
H (2.18, 6.56, -1.26)  0.00
Cl (1.80, 3.19, -3.52)  0.00
C (0.42, 3.73, -2.38)  0.00
Cl (-1.73, 4.88, -1.04)  0.00
C (0.18, 2.44, -1.60)  0.00
O (-0.53, 1.55, -2.18)  0.00
O (0.80, 2.16, -0.50)  0.00
H (-0.44, 3.93, -3.00)  0.00

Results
2S+1: 4
Orbital gap (spin up / spin down) (eV): 8.2 / 8.2
Charge: +1
ΔE to the lowest compared entry with this formula, charge and spin (kcal/mol): 40.40
HOMO (spin up / spin down) (eV): -10.2267 / -10.2322